[1]
# C38H37ClN5O7RuTe

A structure of composition C38H37ClN5O7RuTe in a non-equilibrium geometry (ωB97M-V/def2-TZVPD, the Open Molecules 2025 dataset).

```
90
Properties=species:S:1:pos:R:3:lowdin_charge:R:1
Ru -1.615 -0.811 1.632 1.473
O 1.659 -0.752 4.038 0.046
C 0.625 -0.461 3.449 -0.449
N -0.386 -1.276 3.108 -0.020
C -0.529 -2.594 3.608 -0.185
C 0.378 -3.264 4.416 -0.018
C 0.063 -4.532 4.894 -0.110
C -1.149 -5.116 4.575 -0.107
C -2.069 -4.450 3.772 -0.015
C -1.763 -3.185 3.280 -0.194
N -2.589 -2.376 2.491 -0.008
C -3.801 -2.745 2.052 -0.462
O -4.368 -3.828 2.189 0.027
C -4.531 -1.627 1.350 -0.214
C -5.671 -1.894 0.613 -0.002
C -6.325 -0.835 0.008 -0.057
C -5.852 0.453 0.208 -0.054
C -4.719 0.625 0.985 -0.126
N -4.058 -0.393 1.528 0.070
C 0.427 1.018 3.167 -0.094
C 1.521 1.857 3.260 0.003
C 1.378 3.225 3.125 -0.053
C 0.113 3.747 2.919 -0.030
C -0.959 2.890 2.852 -0.034
N -0.793 1.565 2.972 -0.122
H 1.325 -2.808 4.650 0.092
H 0.779 -5.059 5.513 0.090
H -1.389 -6.107 4.943 0.091
H -3.012 -4.902 3.514 0.090
H -6.001 -2.919 0.529 0.115
H -7.198 -1.008 -0.609 0.103
H -6.333 1.311 -0.240 0.102
H -4.322 1.613 1.177 0.079
H 2.474 1.382 3.439 0.129
H 2.243 3.873 3.166 0.114
H -0.059 4.803 2.776 0.118
H -1.976 3.197 2.679 0.124
O -2.136 1.789 -1.228 -0.781
Cl -2.230 2.826 -0.054 0.821
O -1.220 3.988 -0.205 -0.666
O -0.111 0.360 0.573 -0.756
O -1.890 0.815 2.902 -0.209
C -1.260 -3.384 -1.483 -0.023
C -1.196 -2.511 -0.260 -0.775
O -0.271 -2.679 0.607 -0.085
N -2.057 -1.557 -0.072 -0.107
Te -0.056 0.246 -1.285 1.854
C 0.554 2.139 -2.061 -0.310
C 1.526 2.918 -1.425 -0.270
C 2.071 2.542 -0.079 -0.044
C 1.933 4.106 -2.017 -0.012
C 1.390 4.545 -3.217 -0.265
C 1.819 5.849 -3.834 -0.058
C 0.415 3.765 -3.816 -0.020
C -0.023 2.566 -3.260 -0.314
C -1.080 1.814 -4.031 -0.089
C 1.939 -0.585 -1.547 -0.265
C 2.750 -1.110 -0.531 -0.260
C 2.420 -1.026 0.933 -0.058
C 3.926 -1.776 -0.879 -0.014
C 4.318 -1.958 -2.194 -0.274
C 5.575 -2.710 -2.539 -0.058
C 3.498 -1.447 -3.188 -0.031
C 2.318 -0.775 -2.890 -0.289
C 1.512 -0.263 -4.058 -0.075
H -1.631 -4.371 -1.200 0.078
H -0.253 -3.504 -1.887 0.076
H -1.923 -2.953 -2.233 0.071
H 2.612 1.595 -0.116 0.071
H 1.246 2.432 0.625 0.052
H 2.753 3.310 0.289 0.082
H 2.679 4.714 -1.515 0.111
H 2.720 6.234 -3.354 0.069
H 1.037 6.605 -3.730 0.080
H 2.024 5.734 -4.900 0.073
H -0.036 4.098 -4.747 0.121
H -1.922 2.479 -4.228 0.088
H -1.484 0.957 -3.503 0.028
H -0.679 1.481 -4.992 0.080
H 2.068 -0.038 1.214 0.039
H 3.292 -1.280 1.536 0.086
H 1.618 -1.728 1.166 0.067
H 4.547 -2.169 -0.081 0.113
H 6.193 -2.868 -1.656 0.070
H 6.168 -2.171 -3.280 0.074
H 5.338 -3.690 -2.959 0.079
H 3.774 -1.580 -4.231 0.113
H 1.826 -0.762 -4.976 0.078
H 1.645 0.812 -4.190 0.081
H 0.441 -0.444 -3.946 0.045
```

The total charge is -1. As for the energy above the lowest of the compared OMol25 structures with the same formula, charge and spin: 167.27 kJ/mol. As for the spin multiplicity: 1. As for the HOMO-LUMO gap (spin up / spin down): 6.5 / 6.7 eV. Its LUMO energy (spin up / spin down) is 1.8621 / 2.0259 eV.

***

[2]
# C48H111N5O6

A cluster of 11 separate species, C48H111N5O6 in total in a non-equilibrium geometry (ωB97M-V/def2-TZVPD, the Open Molecules 2025 dataset).

```
170
Properties=species:S:1:pos:R:3:lowdin_charge:R:1
C -2.514 -6.146 -1.108 -0.078
C -1.982 -7.358 -0.288 -0.246
N -0.705 -7.141 0.400 -0.165
C -0.680 -5.908 1.212 -0.268
C 0.430 -5.831 2.277 -0.080
C 0.469 -7.049 -0.464 -0.270
C 0.595 -8.261 -1.373 -0.086
H -3.470 -6.371 -1.582 0.072
H -1.792 -5.783 -1.840 0.057
H -2.596 -5.345 -0.373 0.057
H -2.700 -7.786 0.411 0.107
H -1.885 -8.212 -0.959 0.087
H -0.571 -4.952 0.701 0.086
H -1.612 -5.826 1.772 0.113
H 1.385 -6.175 1.879 0.046
H 0.561 -4.797 2.595 0.069
H 0.227 -6.495 3.117 0.069
H 1.370 -7.031 0.149 0.089
H 0.415 -6.125 -1.040 0.107
H 0.461 -9.149 -0.756 0.081
H 1.561 -8.291 -1.877 0.071
H -0.158 -8.248 -2.161 0.060
C -5.222 1.989 5.396 -0.084
C -3.705 1.857 5.299 -0.267
N -3.225 0.483 5.124 -0.189
C -3.543 -0.403 6.285 -0.232
C -3.247 0.166 7.698 -0.087
C -3.536 -0.072 3.834 -0.258
C -2.625 -1.292 3.460 -0.062
H -5.579 1.423 6.257 0.063
H -5.785 1.734 4.498 0.069
H -5.556 3.009 5.586 0.068
H -3.299 2.541 4.554 0.107
H -3.182 2.225 6.182 0.095
H -4.542 -0.838 6.247 0.104
H -2.993 -1.342 6.224 0.095
H -2.201 0.372 7.926 0.072
H -3.799 1.088 7.880 0.052
H -3.654 -0.503 8.457 0.069
H -3.422 0.733 3.108 0.110
H -4.574 -0.402 3.797 0.102
H -1.600 -1.013 3.211 0.059
H -3.080 -1.803 2.612 0.063
H -2.696 -2.079 4.210 0.056
C -2.129 -2.951 -3.097 -0.069
C -2.825 -2.161 -4.242 -0.221
N -4.114 -1.684 -3.714 -0.182
C -5.180 -1.603 -4.731 -0.268
C -5.629 -2.897 -5.371 -0.100
C -4.066 -0.505 -2.836 -0.243
C -3.594 0.801 -3.473 -0.082
H -1.874 -2.333 -2.237 0.052
H -1.161 -3.345 -3.407 0.059
H -2.728 -3.789 -2.739 0.053
H -2.196 -1.340 -4.587 0.093
H -2.891 -2.785 -5.134 0.103
H -6.087 -1.201 -4.280 0.107
H -4.879 -0.843 -5.453 0.108
H -5.786 -3.737 -4.695 0.077
H -6.499 -2.781 -6.017 0.068
H -4.871 -3.228 -6.081 0.055
H -3.422 -0.683 -1.975 0.092
H -5.045 -0.336 -2.386 0.109
H -4.377 1.132 -4.156 0.066
H -2.628 0.708 -3.970 0.051
H -3.405 1.565 -2.719 0.065
C 1.174 6.564 1.429 -0.063
C -0.344 6.898 1.291 -0.232
N -1.030 6.073 0.244 -0.185
C -2.206 6.741 -0.276 -0.285
C -3.386 6.961 0.672 -0.088
C -1.207 4.661 0.737 -0.210
C -1.832 3.821 -0.395 -0.083
H 1.326 5.615 1.943 0.043
H 1.651 7.288 2.090 0.069
H 1.681 6.581 0.464 0.067
H -0.921 6.853 2.215 0.097
H -0.441 7.940 0.987 0.103
H -2.528 6.169 -1.146 0.097
H -1.950 7.715 -0.692 0.110
H -3.891 6.027 0.917 0.060
H -4.202 7.545 0.247 0.068
H -3.111 7.403 1.630 0.064
H -0.293 4.106 0.950 0.094
H -1.764 4.685 1.673 0.105
H -1.455 4.204 -1.343 0.071
H -1.568 2.764 -0.351 0.036
H -2.920 3.837 -0.322 0.068
C 1.436 -2.897 -0.042 -0.070
C 1.854 -1.517 -0.578 -0.231
N 0.753 -0.753 -1.202 -0.157
C 1.346 0.369 -1.977 -0.247
C 0.253 1.106 -2.728 -0.076
C -0.341 -0.305 -0.273 -0.208
C 0.092 0.780 0.753 -0.073
H 1.101 -3.483 -0.897 0.065
H 0.701 -2.969 0.760 0.056
H 2.289 -3.457 0.343 0.039
H 2.231 -0.943 0.268 0.108
H 2.635 -1.660 -1.325 0.091
H 1.807 1.132 -1.350 0.106
H 2.056 -0.023 -2.706 0.092
H 0.766 1.804 -3.390 0.073
H -0.421 0.442 -3.267 0.059
H -0.382 1.696 -2.066 0.044
H -0.720 -1.234 0.153 0.096
H -1.186 0.067 -0.853 0.082
H 0.898 0.488 1.427 0.056
H -0.819 1.043 1.289 0.060
H 0.375 1.697 0.237 0.045
C 2.383 -0.905 -6.091 -0.022
C 3.161 -1.570 -5.008 -0.463
O 4.260 -1.158 -4.648 0.040
C 2.474 -2.702 -4.146 -0.012
H 2.990 -1.091 -6.977 0.089
H 2.283 0.148 -5.828 0.094
H 1.375 -1.316 -6.156 0.072
H 2.505 -3.636 -4.707 0.074
H 1.450 -2.401 -3.922 0.062
H 3.040 -2.852 -3.227 0.050
C 0.058 1.846 4.277 -0.024
C 1.179 0.955 4.560 -0.541
O 1.347 -0.039 3.895 0.066
C 2.048 1.373 5.673 -0.020
H -0.634 1.272 3.661 0.059
H 0.334 2.790 3.807 0.097
H -0.494 1.957 5.210 0.081
H 1.489 1.447 6.606 0.085
H 2.640 2.255 5.428 0.090
H 2.781 0.586 5.849 0.083
C 2.046 4.740 -2.321 -0.029
C 1.271 5.154 -3.498 -0.525
O 1.235 4.522 -4.524 0.065
C 0.319 6.285 -3.226 -0.026
H 2.866 4.086 -2.617 0.076
H 1.499 4.244 -1.519 0.079
H 2.539 5.582 -1.835 0.087
H -0.139 6.230 -2.238 0.051
H -0.483 6.247 -3.963 0.080
H 0.943 7.175 -3.303 0.088
C 6.338 1.293 -0.328 -0.116
C 5.397 2.053 -1.310 -0.614
O 5.125 3.274 -1.188 -0.205
C 4.747 1.293 -2.487 -0.103
H 6.725 0.400 -0.820 0.039
H 5.813 0.833 0.509 0.016
H 7.176 1.869 0.066 0.043
H 4.336 0.349 -2.128 0.032
H 5.382 1.184 -3.366 0.050
H 3.831 1.790 -2.807 0.037
C 4.488 -4.680 1.254 -0.022
C 4.444 -5.395 -0.115 -0.485
O 3.987 -6.488 -0.293 0.060
C 5.062 -4.659 -1.301 -0.017
H 3.838 -5.201 1.957 0.070
H 4.183 -3.634 1.249 0.068
H 5.507 -4.780 1.625 0.083
H 4.629 -3.659 -1.336 0.067
H 4.963 -5.156 -2.266 0.082
H 6.125 -4.485 -1.133 0.083
C 3.116 3.074 1.156 -0.010
C 3.813 3.763 2.304 -0.474
O 3.176 4.258 3.200 0.023
C 5.348 3.813 2.257 -0.014
H 3.683 2.318 0.612 0.068
H 2.749 3.869 0.507 0.074
H 2.218 2.596 1.547 0.054
H 5.723 4.017 1.254 0.065
H 5.735 2.823 2.499 0.077
H 5.713 4.620 2.892 0.070
```

The total charge is -1. As for the spin multiplicity: 2. As for the HOMO-LUMO gap (spin up / spin down): 1.7 / 5.8 eV. Its LUMO energy (spin up / spin down) is 1.9736 / 1.9732 eV.

***

[3]
# C9H26BBrCl2O4PS3

A cluster of 4 separate species, C9H26BBrCl2O4PS3 in total in a non-equilibrium geometry (ωB97M-V/def2-TZVPD, the Open Molecules 2025 dataset).

```
47
Properties=species:S:1:pos:R:3:lowdin_charge:R:1
C 6.108 -2.660 -0.619 -0.152
C 5.609 -1.225 -0.374 -0.351
C 4.079 -1.102 -0.192 -0.691
Br 3.653 0.818 -0.627 0.557
B 3.188 -2.105 -1.124 -1.250
Cl 3.072 -3.838 -0.401 0.407
P 1.359 -1.405 -1.278 0.491
O 0.742 -1.566 0.312 -0.425
Cl 0.229 -2.850 -2.357 0.072
H 7.206 -2.642 -0.677 0.062
H 5.854 -3.312 0.217 0.052
H 5.767 -3.080 -1.564 0.056
H 6.081 -0.831 0.536 0.094
H 5.985 -0.597 -1.185 0.078
H 3.834 -1.220 0.866 0.069
H 3.597 -2.144 -2.249 0.033
H 0.003 -2.162 0.304 -0.009
C -5.319 -1.780 -2.262 -0.272
S -3.525 -1.966 -2.289 0.765
O -2.951 -0.774 -1.603 -0.559
C -3.341 -1.713 -4.063 -0.273
H -5.656 -1.863 -1.229 0.025
H -5.598 -0.802 -2.657 0.058
H -5.776 -2.571 -2.857 0.049
H -3.744 -0.739 -4.339 0.055
H -3.864 -2.507 -4.597 0.049
H -2.279 -1.752 -4.299 0.038
C 3.382 5.209 2.890 -0.279
S 4.393 5.077 1.404 0.799
O 4.934 6.439 1.116 -0.572
C 3.018 4.795 0.276 -0.276
H 4.039 5.427 3.729 0.044
H 2.657 6.016 2.773 0.053
H 2.871 4.262 3.063 0.053
H 2.318 5.629 0.333 0.054
H 2.520 3.861 0.538 0.041
H 3.416 4.720 -0.734 0.051
C -6.681 0.407 3.254 -0.280
S -6.063 0.081 1.592 0.803
O -7.022 -0.860 0.940 -0.567
C -4.632 -0.883 2.104 -0.257
H -7.607 0.973 3.168 0.044
H -6.875 -0.536 3.767 0.054
H -5.945 0.993 3.804 0.050
H -4.958 -1.743 2.690 0.059
H -3.963 -0.254 2.691 0.057
H -4.114 -1.223 1.207 0.041
```

The total charge is -1. As for the spin multiplicity: 1. As for the HOMO-LUMO gap: 6.0 eV. Its LUMO energy is 2.1452 eV.

***

[4]
# C3H8O2S2

The molecule C3H8O2S2 in a non-equilibrium geometry (ωB97M-V/def2-TZVPD, the Open Molecules 2025 dataset).

```
15
Properties=species:S:1:pos:R:3:lowdin_charge:R:1
O -1.793 -0.794 0.635 -0.037
C -0.463 -0.788 0.239 -0.581
O -0.169 -1.508 -0.906 -0.016
C -0.057 0.734 0.198 -0.617
S -1.354 1.885 -0.420 0.795
C 1.348 0.822 -0.515 -0.529
S 2.489 -0.217 0.444 0.745
H -2.258 -1.022 -0.202 0.115
H 0.272 -1.166 1.044 0.118
H -0.326 -2.462 -0.633 0.150
H 0.090 1.072 1.193 0.074
H -1.742 1.122 -1.347 -0.194
H 1.826 1.811 -0.503 0.066
H 1.364 0.389 -1.484 0.051
H 2.971 -0.706 -0.676 -0.141
```

The total charge is 0. As for the energy above the lowest of the compared OMol25 structures with the same formula, charge and spin: 175.36 kJ/mol. The structure (SMILES) is OC(O)[C@H](S)CS. As for the spin multiplicity: 1. As for the HOMO-LUMO gap: 9.4 eV. Its LUMO energy is 0.4887 eV.

***

| no. | E_tot (eV) |
| --- | --- |
| 1 | -84182.901 |
| 2 | -71307.766 |
| 3 | -155505.068 |
| 4 | -29005.031 |